DFT (wB97M-V/def2-TZVPD) results for a molecular structure, C12H14F3HgN2O6.

Positions of all 38 atoms, in Å:
Hg  -1.147  -0.010  1.101
F  6.060  1.687  -0.568
F  6.106  -0.364  -1.258
F  6.557  0.091  0.813
O  -5.374  -0.516  -0.583
O  -3.363  -0.757  0.372
O  -0.263  2.750  0.197
O  -0.482  -2.378  0.019
O  -0.967  4.863  -0.045
O  -2.799  1.839  -0.085
N  1.628  -0.066  0.646
N  -2.539  -3.252  -0.388
C  -4.329  -0.075  -0.117
C  -0.594  -4.710  -0.425
C  -1.162  3.542  0.061
C  3.906  -0.345  1.287
C  5.765  0.422  -0.218
C  -4.170  1.455  -0.101
C  3.357  0.706  -0.797
C  -2.631  3.219  -0.010
C  -1.216  -3.341  -0.248
C  2.544  -0.489  1.508
C  4.306  0.268  0.113
C  2.022  0.517  -0.483
H  1.235  0.838  -1.155
H  -0.021  5.047  0.022
H  4.630  -0.687  2.011
H  -4.663  1.845  -0.995
H  -4.689  1.845  0.782
H  -3.094  -4.059  -0.604
H  -3.115  3.639  0.882
H  3.653  1.184  -1.721
H  -3.047  3.732  -0.884
H  -1.323  -5.472  -0.697
H  -0.109  -4.984  0.511
H  0.181  -4.649  -1.189
H  -3.029  -2.372  -0.164
H  2.176  -0.965  2.410

Summary:
LUMO (spin up / spin down)   0.177 / -1.456 eV
Charge   0
F_max   0.00868 hartree/bohr
Spin multiplicity   2
Frontier orbital gap (spin up / spin down)   7.8 / 7.5 eV


DFT (wB97M-V/def2-TZVPD) results for 7 unconnected molecules or ions with the total composition H13O6S.

Positions of all 20 atoms, in Å:
S  1.016  1.455  0.564
O  0.253  -0.574  3.278
O  1.566  -1.450  -0.485
O  -2.058  -0.753  -0.600
O  -0.394  -3.347  -0.679
O  -1.558  3.750  0.063
O  0.043  -0.218  -2.825
H  1.529  1.453  1.806
H  -0.701  -0.441  3.303
H  1.321  -0.560  -0.109
H  -1.430  3.269  -0.761
H  -1.747  0.007  -0.089
H  -0.238  -3.876  -1.467
H  0.925  -0.558  -2.618
H  -0.793  3.464  0.596
H  -0.476  -0.554  -2.075
H  2.396  -1.593  -0.013
H  0.292  -2.647  -0.638
H  -1.476  -1.487  -0.352
H  0.437  -0.306  2.344

Summary:
LUMO   3.276 eV
Charge   -1
F_max   0.01790 hartree/bohr
Frontier orbital gap   7.7 eV


DFT (wB97M-V/def2-TZVPD) results for 2 unconnected molecules or ions with the total composition C3H3N3S at a distorted geometry.

Positions of all 10 atoms, in Å:
S  -2.004  1.580  -0.197
N  0.763  1.640  0.108
N  0.788  -0.699  1.758
N  -0.583  -1.219  -1.638
C  -0.354  -0.926  -0.459
C  -0.470  1.587  0.111
C  0.273  -0.656  0.635
H  1.285  0.819  0.350
H  0.314  -1.089  2.602
H  -1.518  -1.489  -1.842

Summary:
LUMO   -0.957 eV
Charge   0
F_max   0.06124 hartree/bohr
SMILES   N=C=C=N.N=C=S
Frontier orbital gap   7.4 eV


DFT (wB97M-V/def2-TZVPD) results for C4H9NO2S in the gas phase at a distorted geometry.

Positions of all 17 atoms, in Å:
S  -2.057  -2.426  -0.985
O  1.765  0.300  2.072
O  0.048  1.555  -1.651
N  0.283  1.508  0.598
C  0.230  0.895  -0.648
C  0.090  -0.590  -0.648
C  0.574  1.019  1.983
C  -1.113  -0.930  -1.546
H  -0.770  -0.895  -2.655
H  -1.505  -3.449  -1.662
H  -0.074  -0.842  0.399
H  -0.104  0.132  2.165
H  0.509  1.729  2.754
H  0.972  -1.074  -1.103
H  -1.783  -0.110  -1.351
H  2.529  0.670  1.733
H  0.407  2.508  0.546

Summary:
LUMO   0.641 eV
Charge   0
F_max   0.09596 hartree/bohr
SMILES   O=C(CCS)NCO
Frontier orbital gap   9.8 eV


DFT (wB97M-V/def2-TZVPD) results for C6H9N in the gas phase.

Positions of all 16 atoms, in Å:
N  -0.301  0.968  -0.851
C  -1.034  -1.221  -0.189
C  1.489  -0.721  -0.561
C  0.636  0.294  -0.022
C  0.267  -1.427  -0.017
C  0.715  0.754  1.403
C  -1.484  0.096  -0.808
H  -0.276  1.060  1.774
H  -1.801  -1.964  0.043
H  1.067  -0.067  2.034
H  -2.304  0.568  -0.265
H  -0.505  1.890  -0.463
H  2.443  -0.929  -0.095
H  1.397  1.606  1.499
H  1.481  -0.773  -1.649
H  -1.791  -0.134  -1.832

Summary:
LUMO   0.956 eV
Charge   0
F_max   0.01187 hartree/bohr
SMILES   C[C@@]12CC1=CCN2
Frontier orbital gap   8.5 eV


DFT (wB97M-V/def2-TZVPD) results for 4 unconnected molecules or ions with the total composition C2H9NO5 at a distorted geometry.

Positions of all 17 atoms, in Å:
O  -7.133  -1.845  1.466
O  -5.953  2.895  2.866
O  5.312  0.003  -3.305
O  5.520  2.150  -1.556
O  -4.784  -4.407  3.422
N  3.812  0.637  -1.591
C  4.397  -0.195  -2.570
C  4.554  1.696  -1.013
H  -5.186  3.259  3.294
H  -6.590  -1.516  0.732
H  4.277  2.124  -0.061
H  -4.487  -5.105  2.835
H  -7.917  -1.309  1.329
H  3.019  0.190  -1.161
H  -5.228  -3.730  2.892
H  3.820  -1.132  -2.654
H  -6.202  3.388  2.069

Summary:
LUMO   0.567 eV
Charge   0
F_max   0.02296 hartree/bohr
SMILES   O=CNC=O.O.O.O
Frontier orbital gap   10.6 eV


DFT (wB97M-V/def2-TZVPD) results for C16H15ClN2O4S2 in the gas phase.

Positions of all 40 atoms, in Å:
Cl  1.961  -3.952  -6.301
S  1.163  -1.884  -0.967
S  1.486  -3.581  -3.367
O  -0.411  2.508  -1.410
O  -0.245  -2.004  -0.727
O  1.461  1.675  -2.252
O  2.027  -2.845  -0.351
N  -0.339  -0.274  1.688
N  1.639  -0.357  -0.449
C  -1.493  1.460  0.480
C  -0.376  0.531  0.614
C  1.676  -1.028  -3.661
C  -1.446  2.415  -0.546
C  -3.565  3.321  0.127
C  1.789  -2.930  -4.952
C  1.865  -1.569  -4.951
C  0.603  0.604  -0.359
C  0.737  -0.127  4.458
C  0.599  1.597  -1.392
C  0.748  -1.116  2.129
C  -2.478  3.338  -0.718
C  1.463  -1.986  -2.721
C  -2.611  1.472  1.324
C  -3.629  2.383  1.150
C  0.594  -1.394  3.623
H  1.701  0.028  -3.450
H  -1.219  -0.467  2.139
H  -4.480  2.368  1.814
H  -2.394  4.052  -1.521
H  2.049  -0.979  -5.829
H  -2.693  0.759  2.130
H  0.766  -2.058  1.572
H  1.359  -2.113  3.916
H  2.421  -0.006  -0.988
H  1.688  -0.595  1.944
H  -4.363  4.034  -0.006
H  0.603  -0.349  5.514
H  1.725  0.306  4.322
H  -0.380  -1.854  3.808
H  -0.003  0.616  4.167

Summary:
LUMO   0.026 eV
Charge   0
F_max   0.01638 hartree/bohr
SMILES   CCCNc1c(NS(=O)(=O)c2ccc(Cl)s2)c(=O)oc2ccccc12
Frontier orbital gap   8.5 eV


DFT (wB97M-V/def2-TZVPD) results for a molecular structure, C3H4BNO2 at a distorted geometry.

Positions of all 11 atoms, in Å:
O  1.413  0.356  1.585
O  -0.741  -0.711  1.686
N  1.745  1.260  -2.131
C  0.173  0.172  -0.492
C  -1.399  -0.288  -1.649
C  1.040  0.764  -1.358
B  0.260  -0.085  1.018
H  1.546  0.237  2.526
H  -1.259  -0.100  -2.684
H  -0.588  -0.842  2.620
H  -2.190  -0.763  -1.121

Summary:
LUMO (spin up / spin down)   -0.240 / -1.447 eV
Charge   0
F_max   0.12575 hartree/bohr
Frontier orbital gap (spin up / spin down)   9.2 / 8.0 eV